Here is a structure of composition C25H43BaBrN2P2 from OMol25. Energies are from ωB97M-V with the def2-TZVPD basis set.

CARTESIAN COORDINATES (ANGSTROEM)
N (-5.18319, 5.15010, -3.80231)
C (-4.49242, 5.58159, -2.74701)
C (-3.18080, 5.14556, -2.47527)
C (-2.57218, 4.22035, -3.35687)
C (-3.34517, 3.76329, -4.45407)
C (-4.62818, 4.29573, -4.66031)
C (-1.17721, 3.85413, -3.18865)
Ba (1.16774, 3.13019, -2.05927)
P (4.33780, 0.79466, -1.40288)
C (-0.68894, 2.69132, -3.80608)
C (-1.12602, 1.35871, -3.45510)
C (-0.48093, 0.25173, -4.07243)
C (-0.62987, -1.01826, -3.58196)
C (-1.31644, -1.21723, -2.33265)
C (-2.30522, -0.21692, -2.02791)
C (-2.16642, 1.06238, -2.53316)
Br (0.58982, -1.11993, -0.69634)
H (-0.54130, 4.71514, -2.84008)
H (0.03378, 2.73393, -4.64773)
H (-2.65173, 5.53441, -1.60316)
H (-2.94066, 3.05955, -5.18678)
H (-4.98612, 6.30302, -2.09051)
H (-5.19754, 4.01337, -5.54341)
H (0.15815, 0.45074, -4.94606)
H (-2.84265, 1.85680, -2.21886)
H (-0.17921, -1.87835, -4.08376)
H (-3.12660, -0.48016, -1.34331)
P (-1.58790, -2.94176, -1.71260)
C (3.86266, 2.51776, -1.21675)
C (5.08368, 3.34823, -0.82983)
H (3.09582, 2.56756, -0.41800)
H (3.56213, 2.83466, -2.24036)
H (4.79036, 4.36601, -0.51494)
H (5.63931, 2.87226, -0.01043)
H (5.74432, 3.44227, -1.69378)
C (3.45536, -0.04022, -2.76871)
C (4.13502, -1.36549, -3.17850)
H (3.45311, 0.66587, -3.62113)
H (2.42172, -0.23604, -2.41577)
H (3.71935, -1.71353, -4.13419)
H (5.22141, -1.24648, -3.30792)
H (3.96477, -2.16729, -2.44263)
C (3.71594, -0.02380, 0.11371)
C (4.79795, -0.70545, 0.96551)
H (2.96680, -0.75297, -0.25229)
H (3.16326, 0.73171, 0.70193)
H (4.33047, -1.41143, 1.66733)
H (5.50993, -1.26754, 0.33971)
H (5.35991, 0.02994, 1.55985)
C (-1.58828, -2.99164, 0.11824)
C (-1.26383, -4.30746, 0.79293)
H (-2.52970, -2.55500, 0.47707)
H (-0.79072, -2.28388, 0.46427)
H (-2.09637, -5.02058, 0.77576)
H (-0.37226, -4.77048, 0.35414)
H (-1.03105, -4.07945, 1.83976)
C (-0.21048, -3.89580, -2.42749)
C (-0.41582, -4.54317, -3.80260)
H (0.03907, -4.65430, -1.67570)
H (0.64559, -3.20542, -2.44568)
H (-1.06827, -5.42329, -3.73540)
H (-0.83413, -3.85501, -4.54927)
H (0.55712, -4.88057, -4.17943)
C (-3.16070, -3.67702, -2.23739)
C (-4.42331, -3.27971, -1.47492)
H (-3.00040, -4.76304, -2.15336)
H (-3.26716, -3.46334, -3.31058)
H (-4.74138, -2.26152, -1.71651)
H (-5.23643, -3.95703, -1.75111)
H (-4.29316, -3.35502, -0.39163)
N (-0.44734, 2.54708, -0.07551)
H (-0.30960, 2.97650, 0.83792)
H (-0.52735, 1.53003, 0.08061)
H (-1.35741, 2.87807, -0.43049)

Forces on the atoms, in the same order (eV/Å):
-0.19 0.35 -0.13
0.76 -0.50 0.04
-0.59 0.05 -0.48
-1.13 0.34 0.82
-0.08 0.29 -0.04
0.95 -0.32 0.72
-0.79 0.72 -1.15
1.31 -0.51 0.78
2.59 -1.70 0.06
-0.78 -0.64 -0.62
-0.18 0.21 -0.67
0.25 0.03 -0.26
0.05 -0.40 0.55
-1.88 -0.26 -1.41
0.43 -0.02 0.35
0.06 -0.32 0.47
1.15 1.49 -0.03
-0.49 -0.35 -0.89
0.34 0.01 0.88
-0.08 -0.06 -0.26
-0.03 0.29 0.30
0.12 -0.27 -0.21
-0.02 0.05 0.23
-0.32 -0.26 0.38
0.03 -0.26 -0.08
0.09 0.51 0.22
0.50 0.38 -0.24
0.45 0.20 0.35
-0.06 0.51 -0.27
-0.01 0.57 0.32
-0.05 0.43 -0.36
0.17 0.16 0.56
0.16 -0.36 -0.06
-0.15 0.16 -0.25
0.04 -0.11 0.18
-1.03 0.28 0.06
0.01 0.03 -0.04
-0.06 -0.29 0.12
0.29 0.00 -0.66
0.09 0.08 0.24
-0.36 0.04 0.07
0.05 0.38 -0.11
-0.48 -0.16 0.00
-0.01 -0.03 0.08
0.50 0.30 0.47
0.08 -0.40 -0.01
0.16 0.21 -0.18
-0.26 0.24 0.23
-0.08 -0.24 -0.26
0.52 1.20 0.53
-0.21 -0.60 0.07
0.03 -0.24 -0.20
-1.21 -0.79 -0.49
0.25 0.03 -0.04
-0.21 0.01 0.20
-0.09 -0.20 -0.21
0.27 0.01 0.17
-0.21 -0.17 -0.05
-0.01 0.06 -0.21
-0.29 -0.19 0.09
0.13 0.26 -0.10
0.05 -0.19 0.20
-0.24 0.04 0.11
0.06 -0.11 -0.55
-0.09 0.12 0.13
0.06 0.21 0.00
-0.01 -0.13 0.18
0.04 -0.12 0.04
0.13 0.15 0.00
-0.05 -0.03 -0.18
-0.63 -0.17 0.27
-0.13 -0.08 -0.01
0.03 0.39 -0.12
0.32 -0.31 0.39

Values from the calculation:
Electronic energy ... -4369.525421 a.u.
Energy relative to the best compared isomer or geometry (same formula, charge and spin) ... 173.6 kJ/mol
Charge ... +2

---

Here is a structure of composition C25H43Cl2F5N3O4SiY from OMol25. Energies are from ωB97M-V with the def2-TZVPD basis set.

CARTESIAN COORDINATES (ANGSTROEM)
C (-1.57084, -0.55902, -4.48233)
C (-1.15946, -1.82425, -3.79326)
H (-1.37903, -0.59504, -5.55918)
H (-1.04352, 0.30950, -4.05965)
H (-2.64965, -0.39994, -4.33126)
C (-0.53905, -2.86175, -4.38220)
C (-0.15361, -2.91976, -5.81784)
H (-0.32196, -3.77371, -3.81844)
H (-0.17100, -1.94139, -6.31426)
H (-0.82660, -3.58917, -6.37287)
H (0.85843, -3.33703, -5.91897)
Y (-0.05441, 0.50552, -0.14342)
Cl (0.65794, 2.51810, -1.40175)
C (-0.50219, -2.26987, 1.52288)
O (0.11529, -1.17970, 1.37809)
N (-0.11946, -3.21692, 2.37466)
C (1.18266, -3.15397, 3.02514)
C (-0.95646, -4.38303, 2.62015)
H (-1.40672, -2.48395, 0.93931)
H (1.59845, -2.15587, 2.88187)
H (1.86142, -3.91444, 2.61065)
H (1.05666, -3.36546, 4.09138)
H (-2.00501, -4.15081, 2.39468)
H (-0.86559, -4.66559, 3.67544)
H (-0.65036, -5.23329, 1.99352)
H (0.48089, 3.12246, 5.03979)
H (-0.94858, 4.97120, 4.53024)
C (0.88917, 3.12706, 4.02489)
C (-0.67144, 4.97902, 3.47042)
N (-0.10225, 3.68517, 3.11468)
H (1.12631, 2.11488, 3.70154)
C (-0.42111, 3.07003, 1.98223)
O (-0.01033, 1.91180, 1.69169)
H (-1.55749, 5.16489, 2.85812)
H (-1.09281, 3.61723, 1.30027)
H (1.79443, 3.74810, 4.02448)
H (0.05240, 5.78816, 3.30305)
H (1.02952, -0.49470, -3.71222)
H (2.42810, -3.10511, -3.62830)
C (2.04189, -0.23634, -3.35838)
C (3.18449, -2.44160, -3.17392)
N (2.55887, -1.30468, -2.50186)
H (1.99292, 0.70986, -2.80823)
C (2.58224, -1.19836, -1.16854)
O (2.06913, -0.24568, -0.53519)
H (3.76076, -3.01607, -2.43630)
H (3.09731, -2.02657, -0.65818)
H (2.70788, -0.15201, -4.22823)
H (3.85246, -2.07502, -3.96581)
O (-0.79877, -0.80430, -1.67420)
C (-1.47992, -1.83116, -2.30696)
C (0.07800, -3.59317, -1.36847)
C (-1.22596, -3.18569, -1.64155)
H (0.90338, -2.90947, -1.62163)
C (0.31790, -4.85948, -0.83254)
H (-2.56005, -1.62875, -2.22008)
C (-2.30165, -4.01461, -1.32702)
H (1.34229, -5.17320, -0.61126)
C (-0.75536, -5.72110, -0.59084)
C (-2.06433, -5.28697, -0.81439)
H (-3.31863, -3.66979, -1.52950)
H (-0.57517, -6.72366, -0.19746)
H (-2.90753, -5.93676, -0.58762)
Si (-0.53368, 5.38144, -2.70485)
Cl (-0.97501, 3.72040, -3.91561)
C (1.29075, 5.52084, -2.26145)
C (-1.64011, 5.27993, -1.19229)
C (-0.98958, 6.88004, -3.76688)
H (1.72972, 4.55292, -1.98759)
H (1.41088, 6.19929, -1.40498)
H (1.86888, 5.93081, -3.09596)
H (-0.27565, 7.00786, -4.59365)
H (-0.98530, 7.79635, -3.16384)
H (-1.98356, 6.75900, -4.21522)
H (-1.51929, 4.30811, -0.69150)
H (-2.69283, 5.38915, -1.48060)
H (-1.40843, 6.08555, -0.48152)
F (-3.24807, 0.81162, -0.84420)
C (-2.66553, 0.63270, 0.39067)
F (-2.85825, 1.81126, 1.08850)
C (-3.40490, -0.46821, 1.13450)
F (-4.67561, -0.11194, 1.41204)
F (-3.45195, -1.60138, 0.37379)
F (-2.78722, -0.75710, 2.31648)

Forces on the atoms, in the same order (eV/Å):
0.00 0.14 -0.19
0.47 -0.86 0.08
-0.10 0.09 0.22
-0.24 -0.19 -0.02
0.29 0.06 0.00
-0.46 0.51 0.23
0.21 -0.11 -0.57
-0.12 0.37 -0.06
0.05 -0.31 0.13
0.16 0.10 0.03
-0.16 0.09 -0.09
-1.87 -1.07 -0.55
0.26 0.48 -0.12
0.46 1.06 -0.01
-0.37 -1.70 0.42
0.06 0.15 -0.17
-0.12 -0.09 0.12
-0.04 -0.27 -0.18
0.13 0.03 0.28
-0.03 -0.20 0.03
-0.18 0.20 0.00
0.07 0.13 -0.10
0.32 -0.02 0.06
-0.10 0.11 -0.20
-0.03 0.23 0.23
0.04 -0.10 -0.12
-0.04 -0.01 -0.24
-0.07 0.06 0.01
0.12 0.06 -0.23
0.08 0.16 0.04
0.01 0.13 0.10
0.26 -1.62 -0.42
-0.27 1.73 0.61
0.12 0.00 0.15
0.16 -0.18 0.33
-0.15 -0.13 -0.06
-0.12 -0.17 0.07
0.43 0.10 0.21
0.19 0.32 0.16
-0.43 -0.02 -0.22
-0.13 -0.14 0.15
0.52 0.03 0.46
0.05 -0.29 -0.12
-0.58 0.95 -0.48
1.05 -1.28 -0.49
-0.11 0.10 -0.28
-0.10 0.16 0.01
-0.12 0.07 0.28
-0.13 -0.13 0.28
0.82 0.12 0.49
-0.18 0.20 0.40
0.22 -0.12 0.06
-0.23 0.55 -0.28
-0.58 -0.45 0.22
-0.03 0.12 -0.07
-0.08 -0.13 0.00
0.25 -0.12 -0.18
-0.32 0.01 -0.12
-0.06 0.02 0.17
0.10 -0.05 0.05
0.31 -0.11 0.11
-0.04 0.27 -0.11
0.20 0.04 -0.05
0.04 0.21 -0.24
0.05 0.44 -0.03
0.11 -0.18 -0.06
-0.06 -0.09 0.04
-0.01 -0.20 0.01
-0.19 0.46 -0.10
-0.08 -0.06 -0.15
-0.13 0.03 0.03
-0.13 -0.06 0.25
0.00 -0.09 -0.09
0.15 0.04 0.16
-0.04 0.30 -0.23
0.17 -0.07 0.03
0.03 -0.13 -0.12
-0.80 0.01 -0.01
2.73 -0.97 -0.17
-0.80 0.53 0.45
-0.22 1.05 -0.74
-0.15 -0.59 0.36
0.03 0.40 0.73
-0.51 -0.09 -0.58

Values from the calculation:
Electronic energy ... -3191.448826 a.u.
Energy relative to the best compared isomer or geometry (same formula, charge and spin) ... 0.0 kJ/mol

---

Here is a structure of composition C25H43Cl3N5O4PtSi from OMol25. Energies are from ωB97M-V with the def2-TZVPD basis set.

CARTESIAN COORDINATES (ANGSTROEM)
C (-0.26846, 3.79666, -0.32065)
C (1.08822, 3.45390, 0.19969)
H (-0.73233, 4.55101, 0.32446)
H (-0.90729, 2.90064, -0.35464)
H (-0.22960, 4.21614, -1.34273)
C (1.77662, 4.19518, 1.07711)
C (1.28627, 5.45091, 1.72924)
H (2.78058, 3.87804, 1.39169)
H (0.24003, 5.68060, 1.48164)
H (1.90284, 6.32375, 1.45786)
H (1.36557, 5.33943, 2.82258)
Pt (0.11031, -0.62720, -0.44424)
Cl (0.00693, 0.28761, -2.63826)
Cl (-2.04175, 0.24013, -0.20824)
H (-1.21547, -5.63129, -2.03634)
H (-2.75628, -4.76095, -3.99693)
C (-1.69410, -4.85853, -1.41705)
C (-3.07871, -4.00052, -3.27681)
N (-2.05835, -3.73357, -2.27822)
H (-1.00562, -4.51923, -0.64437)
C (-1.51812, -2.53476, -2.10361)
O (-0.73767, -2.39180, -1.10008)
H (-3.30233, -3.08823, -3.81903)
H (-1.72942, -1.72247, -2.82350)
H (-2.61489, -5.25998, -0.97110)
H (-4.00124, -4.36442, -2.80834)
H (-0.87228, 2.28632, 2.25293)
H (1.59274, 2.25145, 3.55884)
C (-1.06877, 1.36811, 2.83275)
C (1.06997, 1.41903, 4.05662)
N (0.17908, 0.69437, 3.15974)
H (-1.72773, 0.69439, 2.27452)
C (0.60413, -0.42565, 2.57346)
O (-0.02364, -1.07900, 1.68503)
H (1.80626, 0.71998, 4.46751)
H (1.59867, -0.77379, 2.91969)
H (-1.53247, 1.69064, 3.77592)
H (0.49567, 1.86206, 4.87426)
O (0.98973, 1.09894, 0.31256)
C (1.64781, 2.13582, -0.32642)
C (3.70225, 1.36486, 0.91785)
C (3.16020, 1.95440, -0.21150)
H (3.02341, 0.97646, 1.68334)
C (5.08897, 1.21749, 1.03581)
H (1.43558, 2.14334, -1.40071)
C (3.98035, 2.38247, -1.25679)
H (5.48505, 0.71125, 1.92198)
C (5.92538, 1.68312, 0.01344)
C (5.37018, 2.31135, -1.11508)
H (3.48328, 2.79766, -2.14278)
H (7.01103, 1.54312, 0.09911)
H (6.01695, 2.72918, -1.89376)
Si (-6.05713, 0.81209, -0.88724)
Cl (-4.95245, 2.44049, -0.21397)
C (-6.49609, -0.15547, 0.66211)
C (-4.98678, 0.18821, -2.29953)
C (-7.80749, 1.16546, -1.53864)
H (-5.69480, -0.14714, 1.41392)
H (-6.76202, -1.19552, 0.41809)
H (-7.39012, 0.29782, 1.12779)
H (-8.49148, 1.50968, -0.75114)
H (-8.19265, 0.20368, -1.90999)
H (-7.85173, 1.89130, -2.35834)
H (-3.91660, 0.12974, -2.02650)
H (-5.06947, 0.90546, -3.13793)
H (-5.31367, -0.79247, -2.68400)
C (3.11310, -4.87990, 1.52006)
N (3.03502, -3.66909, 0.71403)
C (4.19658, -3.13371, 0.25723)
C (4.18403, -2.02298, -0.52529)
C (2.93482, -1.49068, -0.91597)
N (1.82411, -1.83954, -0.25575)
C (1.77706, -3.04671, 0.46625)
O (0.73885, -3.55012, 0.86970)
N (2.83944, -0.60203, -1.91737)
H (2.95077, -4.66767, 2.58932)
H (4.13091, -5.26729, 1.41704)
H (2.41626, -5.66458, 1.18848)
H (5.09644, -3.67283, 0.52974)
H (5.08635, -1.56411, -0.90979)
H (3.64181, -0.41113, -2.51153)
H (1.90938, -0.34941, -2.29924)

Forces on the atoms, in the same order (eV/Å):
-0.45 0.11 0.01
0.94 -0.08 0.33
-0.17 -0.22 -0.26
0.18 0.21 0.00
0.11 -0.23 0.32
-0.07 -0.16 -0.14
-0.04 0.27 0.26
-0.41 0.00 -0.23
0.41 -0.01 0.14
-0.16 -0.21 0.04
-0.08 0.15 -0.19
0.86 0.00 0.64
-0.24 0.50 -1.96
-0.73 0.43 -0.12
-0.14 0.11 0.20
0.10 0.07 0.12
-0.16 0.06 -0.15
0.14 0.04 -0.06
-0.44 -0.48 -0.42
-0.04 -0.01 0.00
1.61 0.43 2.28
-1.66 -0.21 -2.13
-0.04 0.13 -0.07
-0.01 -0.30 0.45
0.28 0.00 -0.03
0.16 0.12 0.06
0.00 -0.47 -0.07
-0.13 -0.29 -0.14
0.01 0.15 0.00
0.10 -0.07 -0.12
0.20 0.34 0.52
0.29 0.28 0.09
-1.05 -1.14 -2.05
0.89 1.19 3.60
-0.06 0.23 -0.04
-0.31 0.13 -0.07
-0.03 -0.21 -0.12
-0.03 -0.20 0.03
-0.75 -0.84 0.79
0.17 -0.56 -0.72
0.48 -0.17 0.17
-0.49 0.37 -0.17
0.25 0.19 -0.28
-0.21 -0.03 -0.25
-0.07 -0.07 -0.21
0.28 0.31 0.55
0.04 0.19 -0.40
-0.03 0.09 0.18
-0.16 -0.26 -0.09
0.43 -0.06 0.28
-0.47 0.18 -0.07
-0.16 -0.31 0.23
-0.31 0.14 -0.04
-0.42 0.25 -0.02
0.21 -0.33 0.22
0.06 -0.33 -0.15
0.22 0.34 -0.14
-0.14 -0.15 -0.29
0.14 0.19 0.12
0.38 -0.05 -0.28
0.26 -0.08 -0.11
0.06 0.17 0.03
0.04 -0.16 0.05
-0.51 0.03 0.06
-0.05 -0.20 0.39
0.06 0.23 0.13
-0.19 0.17 -0.09
-2.68 -0.60 0.38
2.28 -0.02 0.43
-1.00 1.21 -1.14
3.37 -0.63 0.45
-1.85 -1.00 0.46
0.55 0.41 -0.24
0.57 -0.34 0.07
-0.48 1.16 -1.54
-0.14 -0.08 -0.26
-0.16 0.01 -0.02
0.05 0.42 0.11
-0.04 0.23 0.00
0.05 -0.25 -0.09
-0.40 -0.24 0.51
0.95 -0.19 0.30

Values from the calculation:
Electronic energy ... -3342.641803 a.u.
⟨S²⟩ ... 2.021
Charge ... -1
Spin multiplicity ... 3